<A>
The following is a quantum chemistry calculation of 2 unconnected molecules or ions with the total composition C9H14O, from the OMol25 dataset.

Its SMILES is Cc1ccc(O)cc1.CC. As for the highest occupied orbital energy: -8.06 eV. The value obtained for the frontier orbital gap is 8.84 eV. The calculation puts the molecular weight at 138.21 g/mol.

```
24
C9H14O | the OMol25 dataset | wB97M-V/def2-TZVPD
C 0.81518 2.36719 -1.56350
C 1.10271 1.30515 -0.58439
C 0.23720 0.96695 0.51190
C 0.46399 -0.09097 1.33794
C 1.59172 -0.96280 1.05223
O 1.99865 -2.02114 1.78201
C 2.51605 -0.57884 0.08275
C 2.22114 0.48865 -0.74028
H -0.24369 2.66862 -1.47332
H 0.89507 1.95750 -2.61806
H 1.57686 3.12392 -1.39899
H -0.70320 1.51173 0.59930
H -0.15700 -0.30919 2.18653
H 1.37522 -2.41948 2.44246
H 3.50774 -0.99489 0.12704
H 2.99715 0.87472 -1.45643
C -4.95093 -0.25341 -1.07057
C -3.81124 -1.03531 -0.39100
H -4.66561 0.45405 -1.89130
H -5.56463 -1.01567 -1.51604
H -5.49105 0.44821 -0.43325
H -3.32663 -1.76098 -1.10107
H -3.21871 -0.28882 0.16458
H -4.30792 -1.64300 0.39955
```

=====

<B>
The following is a quantum chemistry calculation of 2 unconnected molecules or ions with the total composition C9H14O, from the OMol25 dataset.

Its SMILES is Cc1ccc(O)cc1.CC. As for the highest occupied orbital energy: -7.97 eV. The value obtained for the frontier orbital gap is 8.63 eV. The calculation puts the molecular weight at 138.21 g/mol.

```
24
C9H14O | the OMol25 dataset | wB97M-V/def2-TZVPD
C -1.59958 -0.87256 3.14522
C -0.74325 0.11911 2.39571
C -1.18822 0.49491 1.11153
C -0.18609 1.04121 0.28070
C 1.19017 1.16255 0.69843
O 2.31856 1.46916 0.08489
C 1.31413 0.93711 2.12857
C 0.41209 0.47118 2.95216
H -2.00910 -0.47476 4.08013
H -1.03688 -1.81261 3.42161
H -2.48924 -1.07975 2.57193
H -2.16368 0.15642 0.73726
H -0.38592 1.49575 -0.68916
H 2.26213 1.62807 -0.92978
H 2.44946 1.27963 2.36712
H 0.71401 0.56854 3.97845
C 0.58088 -1.10839 -3.09442
C -0.36424 -0.50511 -4.04873
H 1.53403 -0.68003 -3.13281
H 0.40944 -0.82973 -2.06400
H 1.00727 -2.11967 -2.96718
H -1.29145 -0.24613 -3.65299
H -0.00937 0.18117 -4.73760
H -0.72516 -1.27607 -4.63707
```

=====

<C>
The following is a quantum chemistry calculation of 2 unconnected molecules or ions with the total composition C9H14O, from the OMol25 dataset.

Its SMILES is Cc1ccccc1.CCO. As for the highest occupied orbital energy: -9.21 eV. The value obtained for the frontier orbital gap is 10.11 eV. The calculation puts the molecular weight at 138.21 g/mol.

```
24
C9H14O | the OMol25 dataset | wB97M-V/def2-TZVPD
C -1.10169 -1.64866 -2.88026
C -1.03912 -0.60032 -1.80504
C -0.15356 0.50318 -1.96106
C -0.18534 1.52140 -1.01343
C -0.91187 1.43861 0.17260
C -1.72160 0.33422 0.27337
C -1.73654 -0.74221 -0.62645
H -0.53209 -2.58550 -2.83062
H -0.97898 -1.08705 -3.80971
H -2.08326 -2.11068 -3.08468
H 0.41209 0.57629 -2.87277
H 0.15726 2.42933 -1.47755
H -0.88880 2.19783 0.93510
H -2.26825 0.26252 1.21766
H -2.32642 -1.61809 -0.38542
C 1.79841 -0.69502 1.23686
C 2.22918 0.35441 2.25293
O 1.66996 -0.03935 3.52205
H 1.84904 -1.73065 1.58682
H 2.51876 -0.56942 0.40364
H 0.86219 -0.64598 0.70684
H 3.30925 0.31350 2.26325
H 1.77279 1.30697 1.98705
H 1.24997 0.71097 3.90651
```

=====

Of them, <A> has the highest stability.

=====

<A>
The following is a quantum chemistry calculation of 2 unconnected molecules or ions with the total composition C5H12N3, from the OMol25 dataset.

As for the total charge: +1. As for the highest occupied orbital energy: -14.29 eV. The value obtained for the frontier orbital gap is 9.97 eV. The calculation puts the molecular weight at 114.17 g/mol.

```
20
C5H12N3 | the OMol25 dataset | wB97M-V/def2-TZVPD
C -0.87176 -0.58439 -0.03203
C 1.58148 -0.77303 -0.00925
C 0.38056 1.06815 -1.25161
C 0.42055 0.97985 1.35988
C 0.42022 0.18845 0.02701
N -3.55362 -0.13482 -0.06912
N -2.66076 0.57657 0.16656
N -1.41196 -1.63976 -0.34607
H 1.45792 -1.62751 0.67932
H 2.50215 -0.33098 0.22216
H 1.68354 -1.17500 -1.07089
H 0.28135 0.38261 -2.12486
H 1.35901 1.48668 -1.20059
H -0.19421 2.00073 -1.20464
H 0.13546 0.59566 2.32428
H 1.41460 1.26900 1.44130
H -0.17160 1.88088 1.13823
H -4.61482 0.19114 -0.04798
H -1.04487 -2.55247 -0.40314
H -3.38803 -1.13038 -0.10683
```

=====

<B>
The following is a quantum chemistry calculation of 2 unconnected molecules or ions with the total composition C5H12N3, from the OMol25 dataset.

As for the total charge: +1. As for the highest occupied orbital energy: -14.92 eV. The value obtained for the frontier orbital gap is 9.91 eV. The calculation puts the molecular weight at 114.17 g/mol.

```
20
C5H12N3 | the OMol25 dataset | wB97M-V/def2-TZVPD
C -2.56210 1.28607 0.19954
C -2.02448 -0.15371 0.16515
C -0.49108 -0.10988 -0.21208
C 0.11212 -1.61966 0.03454
C 1.58551 -1.49751 -0.17982
N 3.17360 3.36634 -1.09907
N 3.84702 2.49855 -1.13252
N 2.43008 -1.03660 0.72553
H -3.19819 1.49002 1.19217
H -1.72000 1.94342 0.27512
H -3.08211 1.50941 -0.69048
H -2.46661 -0.69008 -0.70913
H -2.13421 -0.68247 1.03570
H -0.54077 0.08069 -1.27827
H 0.01173 0.84660 0.27362
H -0.41734 -2.20310 -0.70066
H -0.13500 -1.80069 1.05718
H 2.10593 -1.82554 -1.13254
H 3.44477 -0.76417 0.53899
H 2.06114 -0.63767 1.63704
```

=====

Of them, <B> has the highest stability.

=====

<A>
The following is a quantum chemistry calculation of 2 unconnected molecules or ions with the total composition C6H10Br2, from the OMol25 dataset.

As for the highest occupied orbital energy (alpha / beta): -8.62 / -7.90 eV. The value obtained for the frontier orbital gap (alpha / beta) is 8.60 / 6.97 eV. The calculation puts the molecular weight at 241.95 g/mol.

```
18
C6H10Br2 | the OMol25 dataset | wB97M-V/def2-TZVPD
C -1.55701 1.32873 0.22695
C -0.27471 1.11092 0.34864
C -2.35648 2.49739 0.06244
C 0.65929 -1.97139 -0.99897
C 2.36977 -1.09164 0.63325
C 0.92178 -1.36101 0.28398
Br -2.60162 -0.19607 -0.33047
Br 0.88982 2.50619 0.63635
H -3.45260 2.36546 0.23543
H -2.18174 2.94569 -0.98895
H -2.26339 3.32028 0.78419
H -0.38916 -1.68741 -1.27465
H 0.71673 -3.16155 -0.82942
H 1.22790 -1.80802 -1.91791
H 2.82670 -0.20922 0.20885
H 2.59149 -1.07445 1.73076
H 2.82550 -1.95667 0.16118
H 0.04773 -1.55724 1.02836
```

=====

<B>
The following is a quantum chemistry calculation of 2 unconnected molecules or ions with the total composition C6H10Br2, from the OMol25 dataset.

As for the highest occupied orbital energy (alpha / beta): -8.00 / -7.86 eV. The value obtained for the frontier orbital gap (alpha / beta) is 7.34 / 6.98 eV. The calculation puts the molecular weight at 241.95 g/mol.

```
18
C6H10Br2 | the OMol25 dataset | wB97M-V/def2-TZVPD
C -2.45652 0.99928 0.13784
C -1.75095 -0.09562 -0.02343
C 1.06810 -0.32923 -1.41208
C 1.00717 1.24415 0.63089
C 0.90522 -1.39462 0.90600
C 0.90325 -0.13112 0.05195
Br -4.36981 1.37755 0.01049
Br -2.29825 -1.85520 -0.39701
H -1.89375 1.96000 0.47467
H 0.63365 -1.25591 -1.84604
H 0.56859 0.57277 -2.05804
H 2.09874 -0.38071 -1.69437
H 1.10667 1.93650 -0.17494
H 1.82891 1.28049 1.31992
H -0.00256 1.52668 1.01243
H 0.88707 -1.34402 1.93764
H 1.73417 -2.05006 0.66477
H 0.03030 -2.06092 0.45932
```

=====

Of them, <B> has the highest stability.